Below is a single C23H14ClN3O3 molecule in a non-equilibrium geometry, with properties calculated with wB97M-V/def2-TZVPD.

```
44
Properties=species:S:1:pos:R:3:forces:R:3:nbo_charge:R:1
N -4.427 -0.482 0.243 0.7 -0.1 -0.3 -0.318
C -3.908 -0.855 -0.717 -2.1 0.6 1.2 0.274
C -3.463 -1.360 -1.979 1.4 -1.0 0.4 -0.531
C -2.191 -0.562 -2.350 -1.6 0.2 -3.5 -0.199
N -1.068 -0.962 -1.637 0.9 0.3 1.4 -0.405
C -0.184 -1.859 -2.247 0.7 -0.5 0.5 0.124
C -0.443 -2.932 -3.108 -1.1 -0.4 -0.4 -0.222
C 0.501 -3.958 -3.323 -0.3 2.3 0.7 -0.255
C 1.772 -3.781 -2.752 -0.1 1.4 0.9 0.296
O 2.660 -4.781 -2.942 -0.4 -1.0 -0.1 -0.675
C 2.087 -2.633 -1.924 -2.7 -1.1 -1.2 -0.262
C 1.075 -1.709 -1.658 -0.1 0.6 0.5 -0.042
C 0.923 -0.583 -0.627 2.2 -3.2 -1.9 0.014
C 1.839 -0.073 0.262 -0.2 0.5 1.5 -0.118
C 1.428 0.857 1.210 -2.1 -1.1 -1.2 -0.141
C 0.046 1.205 1.265 0.9 1.3 0.4 0.102
C -0.336 2.388 2.122 -1.0 -1.5 0.8 -0.105
C -0.970 3.566 1.583 0.4 -0.3 0.7 -0.199
C -1.154 4.639 2.460 -0.1 0.3 1.1 -0.204
C -0.900 4.580 3.874 0.5 -3.5 -1.7 -0.200
C -0.567 3.312 4.416 1.7 -0.2 -1.4 -0.218
C -0.205 2.227 3.523 -0.9 1.6 1.6 0.060
Cl 0.342 0.740 4.518 -0.5 1.5 -2.0 -0.050
C -0.874 0.567 0.447 -1.6 -0.1 -1.0 -0.244
C -0.412 -0.288 -0.563 -0.6 0.3 -1.0 0.181
C 2.584 1.216 2.015 1.1 3.0 1.4 0.660
O 2.763 2.263 2.620 -0.4 -1.1 0.0 -0.547
N 3.598 0.301 1.782 -0.5 -0.4 -0.5 -0.638
C 3.265 -0.331 0.564 3.5 -0.9 -1.3 0.680
O 4.143 -0.847 -0.134 -1.9 0.3 1.0 -0.563
H -3.138 -2.407 -1.679 -0.4 0.9 -1.1 0.264
H -4.240 -1.345 -2.756 0.2 0.0 0.4 0.261
H -2.001 -0.749 -3.463 -0.1 -0.2 1.4 0.215
H -2.378 0.520 -2.432 0.0 -0.1 0.9 0.225
H -1.441 -3.060 -3.611 1.0 0.2 0.7 0.211
H 0.150 -4.798 -3.904 0.6 -0.2 0.0 0.235
H 3.539 -4.453 -3.019 1.0 0.5 0.1 0.486
H 2.905 -2.521 -1.295 2.0 -0.3 0.4 0.245
H -1.306 3.650 0.494 0.9 -0.3 1.7 0.238
H -1.516 5.600 2.107 0.0 -0.2 -0.3 0.216
H -0.824 5.407 4.516 -0.5 1.1 0.5 0.222
H -0.245 3.165 5.463 -0.7 0.3 -0.6 0.232
H -1.993 0.671 0.515 1.4 0.5 0.2 0.255
H 4.566 0.456 2.125 -1.2 -0.1 -0.7 0.440
```
Forces are in eV/Å.

Calculated values
**Strongest force on any atom**: 4.30 eV/A
**SMILES**: N#CCCn1c2ccc(O)cc2c2c3c(c(-c4ccccc4Cl)cc21)C(=O)NC3=O
**Gap between HOMO and LUMO**: 7.64 eV
**HOMO level**: -0.3010 Ha
**Lowest unoccupied orbital energy**: -0.55 eV

---

Below is 3 unconnected molecules or ions with the total composition C3H8O2S, with properties calculated with wB97M-V/def2-TZVPD.

```
14
Properties=species:S:1:pos:R:3:forces:R:3:nbo_charge:R:1
O -1.711 -2.800 -0.124 -0.3 -0.1 -0.1 -0.558
C -1.755 -1.632 -0.433 0.6 0.1 0.4 0.459
C -0.765 -0.594 0.017 -0.1 -0.3 -0.3 -0.538
C 0.101 -0.145 -1.176 -0.1 0.3 0.2 -0.519
S 1.293 1.131 -0.637 0.1 -0.4 -0.2 -0.456
H -2.539 -1.265 -1.123 -0.2 0.0 -0.1 0.077
H -0.118 -1.008 0.794 -0.1 0.1 -0.1 0.244
H -1.305 0.275 0.404 0.0 0.0 0.0 0.218
H 0.649 -1.002 -1.586 -0.1 0.1 0.1 0.201
H -0.529 0.266 -1.968 -0.1 0.0 0.0 0.184
H 2.019 -0.551 0.096 0.3 0.2 0.1 -0.273
H 1.141 1.818 1.561 -0.3 -0.2 0.0 0.502
H 1.006 3.029 2.499 -0.1 -0.3 -0.1 0.447
O 0.888 2.069 2.478 0.2 0.4 0.0 -0.986
```
Forces are in eV/Å.

Calculated values
**Strongest force on any atom**: 0.73 eV/A
**Charge**: -1
**Gap between HOMO and LUMO (alpha / beta)**: 5.30 / 7.47 eV
**HOMO level (alpha / beta)**: -0.0554 / -0.1358 Ha
**<S²>**: 0.7557
**Lowest unoccupied orbital energy (alpha / beta)**: 3.79 / 3.77 eV
**Multiplicity**: 2

---

Below is a molecular structure, C10H18Cl6O16S4 in a non-equilibrium geometry, with properties calculated with wB97M-V/def2-TZVPD.

```
54
Properties=species:S:1:pos:R:3:forces:R:3:nbo_charge:R:1
C -22.069 1.251 2.088 1.5 -0.3 -1.1 -0.109
C -21.811 0.384 3.296 -1.5 0.7 0.1 -0.113
O -20.910 1.116 4.132 -0.1 0.5 0.7 -0.695
S -20.267 2.348 3.396 1.1 0.2 -0.5 2.519
O -18.827 2.198 3.404 -1.8 0.5 -0.1 -0.909
O -20.879 3.558 3.899 0.6 -1.3 -0.9 -0.895
O -20.799 1.901 1.911 0.8 1.6 1.4 -0.671
H -22.848 1.961 2.248 -0.6 0.6 0.0 0.199
H -22.128 0.748 1.116 -0.7 -0.3 0.6 0.228
H -21.260 -0.475 3.039 0.0 -1.5 -0.2 0.204
H -22.784 0.301 3.799 0.6 -0.8 0.2 0.239
C -12.614 2.051 9.680 2.2 2.2 -0.1 -0.098
C -12.591 2.877 10.929 -2.2 0.4 0.9 -0.092
O -12.698 4.291 10.509 -0.4 -1.5 1.2 -0.700
S -12.260 4.433 9.016 0.8 1.5 -0.9 2.551
O -11.118 5.301 8.958 -0.9 -0.9 -0.2 -0.893
O -13.415 4.742 8.224 0.5 -0.5 0.3 -0.924
O -11.790 2.936 8.831 0.1 -0.5 -0.6 -0.694
H -13.545 2.027 9.212 -1.6 -0.7 -0.5 0.206
H -12.066 1.139 9.793 -0.1 -0.6 -0.2 0.232
H -11.709 2.758 11.504 1.0 0.0 0.3 0.203
H -13.463 2.617 11.574 0.5 0.6 -0.4 0.207
C -24.402 2.709 6.905 -0.5 0.7 -2.1 -0.105
C -24.198 3.458 5.556 -0.3 0.7 0.9 -0.095
O -25.009 2.735 4.608 0.2 -0.3 -0.1 -0.689
S -25.463 1.307 5.163 -3.7 -0.4 0.3 2.518
O -25.025 0.191 4.388 0.4 0.8 0.0 -0.905
O -26.914 1.379 5.428 3.4 0.1 -0.2 -0.888
O -24.575 1.339 6.475 -0.2 0.4 0.5 -0.677
H -25.285 3.144 7.343 -0.4 -0.5 0.6 0.202
H -23.536 2.798 7.509 0.6 -0.2 0.7 0.220
H -23.160 3.429 5.269 0.3 0.0 -0.4 0.211
H -24.545 4.527 5.620 0.2 -1.2 -0.2 0.214
C -15.155 -3.336 6.753 0.3 -1.7 -1.0 -0.117
C -15.945 -2.218 7.350 1.0 -1.0 1.1 -0.116
O -14.985 -1.834 8.390 0.7 0.5 -0.3 -0.686
S -13.464 -1.960 7.789 2.5 -0.2 1.8 2.493
O -12.614 -2.691 8.737 -2.3 1.2 -1.6 -0.889
O -12.946 -0.715 7.301 -0.9 -0.5 0.4 -0.899
O -13.795 -2.859 6.531 -1.3 0.1 0.4 -0.669
H -15.597 -3.586 5.811 0.2 -0.3 -0.8 0.217
H -15.073 -4.284 7.362 -0.3 1.2 -0.3 0.210
H -16.801 -2.759 7.819 0.3 1.3 -0.2 0.226
H -16.124 -1.366 6.666 -0.3 -0.6 0.5 0.229
C -16.751 5.703 7.062 -1.2 0.3 0.2 -0.259
Cl -18.191 6.300 8.014 0.5 -0.4 -0.3 -0.042
Cl -15.711 7.064 6.747 0.2 -0.1 -0.2 0.051
Cl -17.327 4.876 5.594 0.3 0.3 0.4 0.017
H -16.247 4.990 7.690 0.2 -0.1 0.1 0.232
C -17.118 -0.610 2.928 0.8 1.4 -0.5 -0.257
Cl -16.628 -0.981 1.208 -0.7 -0.2 1.2 -0.002
Cl -15.610 -0.826 3.969 -1.4 0.1 -0.7 -0.023
Cl -18.526 -1.506 3.577 1.0 0.3 -0.5 0.008
H -17.381 0.493 2.878 0.3 -1.6 0.5 0.275
```
Forces are in eV/Å.

Calculated values
**Strongest force on any atom**: 3.77 eV/A
**Gap between HOMO and LUMO**: 10.75 eV
**HOMO level**: -0.3956 Ha
**Lowest unoccupied orbital energy**: -0.01 eV

---

Below is a molecular structure, C30H43Cl3N5O3PrSi in a non-equilibrium geometry, with properties calculated with wB97M-V/def2-TZVPD.

```
86
Properties=species:S:1:pos:R:3:forces:R:3:lowdin_spin:R:1
C 4.969 4.097 -0.275 -0.3 0.6 -0.1 0.000
C 3.750 3.945 0.622 -1.2 0.3 0.5 0.000
H 5.581 4.980 0.009 -0.5 -0.5 -0.1 0.000
H 4.611 4.239 -1.311 0.5 0.1 0.4 0.000
H 5.625 3.197 -0.268 -0.7 0.7 0.1 0.000
C 3.275 4.940 1.408 0.8 -0.4 0.0 0.000
C 3.619 6.372 1.154 0.7 0.7 0.2 0.000
H 2.605 4.798 2.268 0.3 -0.3 -0.9 0.000
H 3.432 6.515 0.087 0.1 0.5 0.1 0.000
H 4.672 6.684 1.362 -0.7 -0.3 -0.1 0.000
H 2.960 7.035 1.739 0.3 -0.2 -0.3 0.000
Pr -1.224 -0.890 -1.593 -0.2 0.2 -0.2 2.021
Cl 0.457 -2.136 0.115 0.4 0.0 0.1 -0.003
Cl -1.147 -1.433 -4.177 0.0 0.0 0.0 -0.009
H -2.837 -6.240 -3.232 0.0 0.0 0.0 0.000
H -0.492 -7.250 -2.223 -0.1 0.3 0.1 0.000
C -2.303 -5.292 -3.282 -0.1 -0.1 -0.2 0.000
C -0.124 -6.225 -2.357 0.0 0.2 0.2 0.000
N -1.225 -5.246 -2.306 -0.1 0.1 -0.4 0.001
H -2.962 -4.466 -3.023 -0.1 -0.2 -0.3 0.000
C -1.168 -4.160 -1.551 -0.2 0.6 0.3 0.001
O -2.009 -3.210 -1.560 0.8 -1.4 0.1 -0.003
H 0.594 -5.986 -1.555 -0.3 -0.1 -0.3 0.000
H -0.305 -4.090 -0.880 -0.1 -0.1 -0.1 0.000
H -1.926 -5.138 -4.297 0.0 0.0 0.1 0.000
H 0.404 -6.213 -3.321 -0.3 0.3 0.2 0.000
H 0.508 3.168 -2.915 -1.1 0.0 0.1 0.000
H 0.497 4.455 -0.828 -1.2 0.1 -0.1 0.000
C -0.609 3.273 -2.967 0.0 0.0 -0.2 0.000
C -0.626 4.561 -0.880 0.1 -0.1 0.3 0.000
N -1.179 3.395 -1.594 -0.3 -0.6 0.5 0.000
H -1.032 2.407 -3.522 0.3 0.6 0.6 0.000
C -1.927 2.446 -0.958 0.9 0.4 -1.1 0.000
O -2.223 1.338 -1.475 -0.1 1.0 0.4 -0.002
H -1.035 4.594 0.148 0.3 0.0 -0.6 0.000
H -2.299 2.682 0.081 0.7 0.1 -1.0 0.000
H -0.825 4.220 -3.520 -0.1 -0.7 0.5 0.000
H -0.905 5.494 -1.409 0.2 -0.5 0.2 0.000
O 2.929 1.926 -0.621 -0.9 0.8 0.9 0.000
C 3.070 2.584 0.636 0.5 -2.7 0.2 0.000
C 0.808 3.377 1.656 -0.4 1.7 -0.1 0.000
C 1.696 2.374 1.297 0.3 0.9 0.7 0.000
H 1.009 4.441 1.371 -0.2 -1.4 0.3 0.000
C -0.349 3.151 2.419 1.0 -0.5 -0.3 0.000
H 3.828 1.992 1.261 -0.9 0.1 -0.4 0.000
C 1.294 1.070 1.571 0.2 -0.3 -0.1 0.000
H -0.950 4.003 2.714 -0.1 -0.1 0.1 0.000
C -0.609 1.850 2.829 -1.2 0.4 -0.1 0.000
C 0.144 0.808 2.301 0.4 0.0 0.0 0.000
H 1.923 0.272 1.171 -0.3 0.0 0.2 0.000
H -1.474 1.670 3.480 0.4 -0.1 -0.3 0.000
H -0.153 -0.216 2.467 0.1 -0.2 0.2 0.000
Si 3.078 0.556 -2.099 0.3 1.5 0.9 0.001
Cl 0.693 0.873 -1.653 0.6 -0.2 -0.2 -0.004
C 2.638 0.417 -3.938 -0.2 -0.2 -0.5 0.000
C 3.326 -1.237 -1.588 0.4 0.7 0.3 0.000
C 4.586 1.653 -2.034 2.0 -0.7 -2.0 0.000
H 1.735 -0.183 -4.137 0.2 0.1 0.2 0.000
H 3.470 -0.105 -4.461 -0.2 0.3 0.4 0.000
H 2.486 1.360 -4.474 0.1 0.1 0.2 0.000
H 4.275 2.728 -2.116 0.5 -1.6 -0.1 0.000
H 5.219 1.409 -2.929 0.1 0.3 0.4 0.000
H 5.204 1.451 -1.111 -0.8 0.3 -1.1 0.000
H 3.388 -1.207 -0.494 0.0 -0.5 -0.1 0.000
H 4.319 -1.509 -2.008 -0.5 0.0 0.3 0.000
H 2.555 -1.938 -1.931 0.2 0.3 0.2 0.000
N -5.621 -7.691 5.060 1.2 2.7 -0.9 0.000
C -5.181 -6.668 4.682 -1.2 -2.4 1.0 0.000
C -4.638 -5.438 4.165 0.0 0.4 -0.2 0.000
C -3.479 -5.499 3.380 0.3 0.3 -0.1 0.000
C -2.950 -4.348 2.794 -0.3 0.1 0.4 0.000
C -3.630 -3.135 3.001 -0.5 0.0 0.2 0.000
C -4.758 -3.034 3.815 0.0 -0.9 0.1 0.000
C -5.268 -4.201 4.390 0.1 0.3 0.0 0.000
N -3.288 -1.961 2.301 0.5 0.8 -0.7 0.000
C -3.895 -0.687 2.346 0.2 -0.3 0.4 0.000
C -3.361 0.042 1.336 0.5 -0.8 -0.4 0.000
N -2.466 -0.759 0.625 0.0 -1.3 1.1 -0.003
C -2.421 -1.950 1.258 -1.5 2.6 -0.1 0.000
H -2.995 -6.465 3.220 -0.1 0.3 0.1 0.000
H -2.029 -4.388 2.200 -0.5 -0.1 0.3 0.000
H -5.232 -2.054 3.946 0.1 -0.8 0.1 0.000
H -6.170 -4.123 4.997 0.3 -0.2 -0.1 0.000
H -4.582 -0.379 3.124 0.2 -0.2 -0.2 0.000
H -3.527 1.085 1.071 0.0 -0.5 0.1 0.000
H -1.826 -2.783 0.995 0.4 -0.3 -0.4 0.000
```
Forces are in eV/Å.

Calculated values
**Strongest force on any atom**: 3.09 eV/A
**Gap between HOMO and LUMO (alpha / beta)**: 6.50 / 6.50 eV
**HOMO level (alpha / beta)**: -0.2620 / -0.2620 Ha
**<S²>**: 2.0018
**Lowest unoccupied orbital energy (alpha / beta)**: -0.63 / -0.63 eV
**Multiplicity**: 3